112
Properties=species:S:1:pos:R:3:forces:R:3:mulliken_charge:R:1 method="wB97M-V/def2-TZVPD" gap_ev="6.632 / 6.599" multiplicity=2 charge=-1 de_lowest_kj_mol=7.9 e_tot_ev=-111923.06491 s2=0.756 largest_force_ev_per_a=3.04
Ti -0.884649 -0.322512 1.394877 -1.1023 2.5766 -1.1795 -0.67
C -1.249253 0.027227 -2.513504 -0.0051 -0.0765 -0.0022 0.14
C -1.600670 -1.419384 -2.370656 0.0950 0.0568 0.2136 0.67
C -2.317894 -2.041645 -3.385565 -0.0443 -0.0855 -0.0004 -0.88
C -2.651326 -3.382429 -3.314063 -0.0611 0.0270 -0.0447 -0.96
C -2.272152 -4.107269 -2.199433 -0.0217 -0.0725 0.0429 -1.10
C -1.553845 -3.520579 -1.166038 -0.0305 0.1741 0.0892 2.12
C -1.193410 -4.366872 0.025521 0.0075 0.0098 -0.0837 -1.74
C -1.198624 -2.157042 -1.245312 -0.0366 -0.2015 -0.4503 -0.80
N -0.444835 -1.596003 -0.170470 -0.0142 -0.7621 -0.4600 1.93
C 0.734430 -2.249275 0.019213 0.0115 -0.0607 -0.5844 -0.02
O 1.344722 -2.917537 -0.807047 0.2136 0.0009 0.1719 -0.85
C 1.195899 -2.176524 1.437096 -0.3723 -0.0603 0.4911 -0.10
C 2.390704 -2.639244 1.952388 0.2503 -0.0317 -0.1112 -0.26
C 2.599138 -2.563622 3.323119 -0.2227 0.1127 -0.0700 -0.75
C 1.615041 -2.015679 4.141857 0.0974 -0.0704 0.1066 -0.73
C 0.456026 -1.557667 3.556405 -0.1432 -0.2772 -0.2617 0.25
N 0.244103 -1.678976 2.238595 2.0673 -1.6202 1.1439 1.24
C -0.705763 -0.893423 4.234556 -0.2763 0.3640 0.2920 -0.33
O -0.869613 -0.961132 5.444863 0.1537 -0.1431 -0.0262 -0.74
N -1.507282 -0.291914 3.318681 -0.5008 -0.3415 0.8005 1.42
C -2.815551 0.037317 3.776830 -0.2059 0.0199 0.4999 -1.24
C -3.195566 1.369975 3.986812 0.2030 -0.1467 -0.0064 1.28
C -2.215726 2.492399 3.792557 -0.0454 -0.0406 0.0855 -1.24
C -4.485022 1.642418 4.432419 -0.0593 -0.0140 0.0154 -1.10
C -5.385535 0.623376 4.685474 -0.0595 0.0288 0.0206 -0.85
C -4.995622 -0.692860 4.504461 -0.0281 -0.0519 -0.0355 -1.10
C -3.718339 -1.004263 4.061508 0.1274 0.1237 -0.1203 2.19
C -3.301181 -2.444750 3.936427 -0.0065 0.1507 0.0537 -1.57
H -1.821522 0.491282 -3.317626 0.0277 -0.0028 -0.0296 0.70
H -0.186602 0.136988 -2.727645 -0.0022 0.0663 0.0460 -0.78
H -1.439089 0.563533 -1.592164 0.0233 0.1440 0.0551 -0.98
H -2.598672 -1.458241 -4.255572 -0.0176 0.0181 0.0185 0.47
H -3.203035 -3.857143 -4.116570 0.0039 0.0048 0.0003 0.39
H -2.535597 -5.156906 -2.122651 0.0020 0.0015 0.0150 0.43
H -1.926022 -5.163804 0.158974 0.0209 -0.0161 0.0082 0.50
H -1.148851 -3.776250 0.942380 -0.0187 -0.0320 0.0238 0.03
H -0.209058 -4.817297 -0.117344 0.0036 -0.0223 0.0504 0.37
H 3.142818 -3.031312 1.281701 -0.0519 -0.0240 -0.0438 0.61
H 3.527761 -2.915384 3.751788 0.0194 0.0052 -0.0030 0.46
H 1.746485 -1.914986 5.209792 -0.0577 0.0116 0.0094 0.57
H -1.215472 2.191433 4.104445 0.0329 0.0231 -0.0752 0.22
H -2.513308 3.361882 4.378911 -0.0127 0.0058 -0.0104 0.59
H -2.168082 2.791584 2.745339 0.0862 0.0509 -0.0338 0.11
H -4.769427 2.672531 4.614840 0.0081 0.0100 -0.0298 0.47
H -6.380828 0.847365 5.049918 -0.0005 0.0258 -0.0248 0.41
H -5.689220 -1.496631 4.726930 0.0054 -0.0146 -0.0213 0.41
H -4.162850 -3.088380 3.756435 0.0009 -0.0038 -0.0123 0.45
H -2.817550 -2.761211 4.862943 0.0520 -0.0721 -0.0310 0.39
H -2.578512 -2.574915 3.129471 -0.0021 -0.0826 0.0421 -0.06
S 1.163314 0.970601 2.026953 0.0438 0.2581 0.2172 -0.51
C 0.333497 2.368725 1.478588 0.1710 0.0630 0.0207 2.38
S -0.969599 1.990820 0.417792 -0.1572 0.1773 -0.0972 -0.94
C 0.646585 3.657686 1.874781 -0.0702 -0.4101 -0.1286 0.58
C 1.655498 3.892081 2.843901 0.2047 0.0810 0.2234 -0.58
N 2.461276 4.079402 3.647575 -0.0136 0.0217 -0.0696 -0.72
C -0.081583 4.766815 1.376330 -0.1951 0.2508 -0.1113 -0.32
N -0.677844 5.663584 0.962707 0.0506 -0.0234 0.0293 -0.73
C 4.295187 0.150939 -4.111706 -0.0279 -0.0069 -0.0294 -1.89
C 3.325821 -0.437904 -3.090427 -0.0354 0.3875 0.2115 2.18
C 4.008325 -1.610619 -2.392006 -0.0469 0.0706 -0.0034 -1.89
C 2.088605 -0.959615 -3.819009 0.0331 -0.0036 0.1269 -1.77
Sb 2.514258 0.939419 -1.449974 0.6079 0.2178 -0.3943 1.10
C 2.186820 2.921985 -2.554417 0.2255 -0.4227 0.1164 2.05
C 0.719064 2.933498 -2.969999 0.0392 -0.0804 0.0456 -1.64
C 3.059163 3.106233 -3.789407 -0.0440 0.0426 0.0716 -1.86
C 2.429360 4.081508 -1.595983 -0.0316 -0.0955 0.0186 -2.04
C 4.425155 1.306745 -0.262886 -0.2961 0.0283 -0.3737 1.93
C 5.630138 1.543320 -1.165124 -0.0573 -0.0702 0.0844 -1.81
C 4.252514 2.493733 0.678652 -0.0738 -0.0068 -0.0547 -1.65
C 4.625299 0.062029 0.599569 -0.1069 -0.0178 -0.0778 -1.85
H 4.748778 -0.668260 -4.686335 -0.0258 -0.0273 -0.0121 0.51
H 5.106898 0.712988 -3.652448 -0.0061 0.0056 -0.0629 0.21
H 3.788261 0.800853 -4.822874 0.0876 -0.0656 0.0125 0.34
H 4.223139 -2.397962 -3.126726 -0.0173 0.0062 -0.0358 0.57
H 3.365880 -2.047025 -1.627972 0.0304 -0.0690 0.0880 0.15
H 4.959327 -1.312008 -1.949045 -0.0036 -0.0600 -0.0176 0.29
H 2.393153 -1.658322 -4.609259 0.0065 -0.0029 -0.0189 0.47
H 1.525478 -0.149061 -4.291241 -0.0334 -0.0265 -0.0065 0.27
H 1.435653 -1.505165 -3.133523 -0.0696 0.0166 -0.0377 0.17
H 0.497694 2.144984 -3.693690 -0.0361 -0.0120 0.0085 0.28
H 0.480889 3.896352 -3.439472 0.0175 0.0082 -0.0327 0.54
H 0.061029 2.815014 -2.108138 -0.0540 -0.0330 -0.0151 0.13
H 2.772402 2.415828 -4.582538 0.0177 0.0826 0.0033 0.26
H 4.118261 2.964581 -3.569127 -0.0013 0.0153 -0.0688 0.26
H 2.933229 4.126632 -4.175817 -0.0350 0.0126 -0.0091 0.49
H 1.942529 3.925068 -0.631355 0.0326 0.0557 0.0491 0.34
H 2.016360 5.002633 -2.024802 -0.0195 -0.0029 -0.0294 0.63
H 3.494659 4.244773 -1.434620 -0.0329 0.0308 0.0092 0.31
H 5.448555 2.370362 -1.854759 0.0801 0.0030 -0.0189 0.21
H 5.875885 0.652478 -1.743583 0.0549 0.0517 -0.0190 0.30
H 6.509806 1.799650 -0.559638 0.0023 -0.0050 0.0272 0.51
H 4.238166 3.445147 0.153529 0.0253 -0.0165 0.0604 0.22
H 5.090879 2.522804 1.385594 0.0205 -0.0386 0.0046 0.53
H 3.340690 2.407646 1.266851 -0.0099 0.0573 0.0544 0.22
H 4.733237 -0.844982 0.005775 0.0143 -0.0193 0.0658 0.22
H 3.776108 -0.066269 1.273693 0.0275 -0.0290 0.0439 0.14
H 5.528349 0.176609 1.212525 0.0109 0.0285 0.0081 0.56
C -5.989379 -0.941779 -2.215113 0.0274 0.0154 0.0306 -1.82
C -5.040201 -0.768558 -1.069830 0.0719 0.0117 0.1806 1.17
C -4.454022 -1.854870 -0.442519 -0.0736 -0.0576 -0.0108 -1.10
C -3.488890 -1.654348 0.526091 -0.0952 0.0349 0.3142 -0.53
N -3.066702 -0.445708 0.919655 -0.5244 -0.1610 -0.7361 1.31
C -3.739072 0.600056 0.407208 -0.0462 0.2030 0.1224 -1.01
C -4.698793 0.488812 -0.573916 -0.1244 -0.1464 -0.0291 -1.10
H -6.171667 -1.998386 -2.403399 -0.0456 0.0128 -0.0404 0.35
H -5.557724 -0.502024 -3.115992 -0.0260 -0.0140 -0.0216 0.32
H -6.939547 -0.441868 -2.021536 -0.0012 -0.0037 -0.0036 0.44
H -4.705203 -2.865049 -0.734867 0.0277 -0.0361 -0.0144 0.32
H -3.052243 -2.504815 1.034203 0.1963 0.0021 -0.1715 0.58
H -3.488351 1.574076 0.803841 0.1440 -0.0089 -0.0501 0.49
H -5.175924 1.381880 -0.956606 0.0516 0.0346 0.0099 0.49